82
Properties=species:S:1:pos:R:3:forces:R:3 method="wB97M-V/def2-TZVPD" gap_ev=6.664 spin_multiplicity=1 lumo_ha=-0.3461 charge=+3 homo_energy_ev=-16.1
Hf 0.1961 -0.0104 -0.0091 -0.65 0.30 0.42
C 2.5184 3.0327 -0.9325 -0.02 0.02 0.12
C 2.4032 1.9990 -2.0545 0.03 0.03 -0.12
C 0.9855 1.6109 -2.4701 -0.09 -0.02 0.12
C 3.3164 0.7999 -1.8710 0.00 -0.04 -0.05
C 4.3500 0.6538 -2.7860 -0.02 -0.06 -0.01
C 5.2532 -0.3895 -2.6759 0.01 0.00 -0.01
C 5.1080 -1.3111 -1.6591 0.05 -0.02 -0.02
C 4.0798 -1.2313 -0.7195 0.14 0.01 -0.17
C 4.0211 -2.3316 0.3296 -0.13 0.12 0.06
C 3.9956 -3.7010 -0.3499 -0.03 -0.07 -0.07
C 5.2098 -2.2960 1.2967 0.07 -0.03 -0.02
C 3.1924 -0.1482 -0.8352 -0.13 0.12 0.39
N 2.1717 0.0571 0.2052 0.82 0.04 0.38
C 2.6561 0.4393 1.5088 0.00 -0.30 -0.79
C 3.9442 0.8543 1.8044 0.16 0.20 0.14
C 4.2752 1.1828 3.1165 -0.04 -0.04 -0.07
C 3.3429 1.0947 4.1431 -0.02 0.02 0.03
C 2.0370 0.6868 3.8737 0.07 0.06 0.06
C 1.7796 0.3921 2.5693 -0.07 0.04 0.12
F 0.4474 -0.0190 2.1944 -0.08 -0.29 -0.31
H 1.8167 3.8579 -1.0832 0.00 -0.02 -0.01
H 3.5207 3.4596 -0.9401 0.00 0.00 -0.03
H 2.3819 2.6104 0.0655 0.01 0.00 -0.09
H 2.7643 2.5035 -2.9542 0.08 0.04 0.05
H 0.5760 0.7352 -1.9079 -0.10 -0.21 -0.10
H 0.9417 1.2031 -3.4799 0.09 0.08 -0.04
H 0.2563 2.4143 -2.3703 0.01 0.02 -0.04
H 4.4556 1.3740 -3.5883 0.01 -0.01 0.02
H 6.0650 -0.4832 -3.3848 -0.01 0.00 0.01
H 5.8189 -2.1237 -1.5873 -0.01 0.02 0.00
H 3.0965 -2.2171 0.9075 -0.01 0.00 0.01
H 4.9423 -3.9063 -0.8509 -0.03 0.00 0.01
H 3.2006 -3.7817 -1.0905 0.00 0.01 0.01
H 3.8592 -4.4811 0.3952 -0.03 -0.05 0.06
H 6.1472 -2.4389 0.7551 -0.03 0.02 0.01
H 5.1278 -3.1123 2.0154 -0.02 0.00 -0.02
H 5.2871 -1.3690 1.8572 -0.03 0.09 0.02
H 4.6794 0.9136 1.0120 0.00 0.00 0.02
H 5.2844 1.5033 3.3374 -0.01 0.00 0.01
H 3.6193 1.3452 5.1578 0.01 -0.01 -0.01
H 1.2740 0.6067 4.6361 0.03 0.00 0.02
C -4.7755 -0.1941 -0.7511 0.06 0.14 0.07
N -4.1887 1.1004 -0.3656 -0.26 -0.03 -0.05
C -5.1496 2.1991 -0.1354 0.17 -0.13 0.02
C -2.8804 1.2248 -0.2670 0.22 -0.06 -0.21
N -2.0277 0.1999 -0.3021 -0.03 0.25 -0.02
N -2.3894 2.5205 -0.1898 -0.01 -0.04 0.15
C -1.1761 2.9291 0.3008 0.05 -0.07 -0.02
N -1.0362 4.2402 0.4674 0.00 0.03 0.00
N -0.2160 2.0699 0.5599 -0.03 -0.09 -0.09
H -5.8191 -0.0291 -0.9985 0.00 -0.03 -0.02
H -4.7277 -0.9036 0.0760 -0.02 -0.02 0.01
H -4.2733 -0.5874 -1.6349 0.00 -0.04 0.01
H -5.4381 2.6645 -1.0777 -0.01 0.03 0.00
H -4.7424 2.9314 0.5571 -0.03 0.02 0.01
H -6.0290 1.7729 0.3387 -0.04 0.02 -0.03
H -2.5445 -0.6692 -0.3530 -0.04 -0.01 -0.03
H -3.0380 3.2512 -0.4405 0.01 -0.01 0.00
H -1.8011 4.8884 0.3599 0.01 0.01 0.01
H -0.1522 4.6309 0.7555 -0.01 0.01 0.01
H 0.5853 2.5375 0.9777 -0.01 -0.01 0.00
C -2.1291 -3.0224 -0.6187 -0.05 -0.14 0.04
P -0.5242 -2.6918 0.1838 -0.07 0.26 0.26
C -0.9147 -2.8251 1.9577 -0.05 -0.13 -0.03
C 0.4614 -4.1262 -0.2453 0.01 -0.04 -0.10
C 0.8780 -5.0282 0.7314 0.01 -0.09 -0.02
C 1.4468 -6.2364 0.3492 0.04 0.06 -0.01
C 1.6103 -6.5360 -0.9949 0.01 0.00 -0.01
C 1.2080 -5.6299 -1.9701 -0.02 0.01 0.00
C 0.6282 -4.4287 -1.5995 0.05 -0.03 -0.02
H -2.1447 -2.7119 -1.6627 0.02 -0.04 -0.02
H -2.9466 -2.5480 -0.0745 -0.01 -0.01 0.02
H -2.2893 -4.1003 -0.5707 -0.06 0.01 -0.06
H -1.3928 -3.7904 2.1326 0.00 0.01 0.08
H -1.6052 -2.0359 2.2595 -0.01 0.01 -0.04
H -0.0196 -2.7512 2.5730 0.04 -0.02 -0.02
H 0.7434 -4.8278 1.7857 0.01 0.04 0.00
H 1.7550 -6.9457 1.1056 0.00 0.01 0.00
H 2.0455 -7.4826 -1.2867 0.00 0.01 0.00
H 1.3322 -5.8673 -3.0181 0.00 0.00 0.01
H 0.2927 -3.7470 -2.3744 0.00 0.04 0.02

=====

16
Properties=species:S:1:pos:R:3:forces:R:3 method="wB97M-V/def2-TZVPD" gap_ev="6.755 / 7.679" spin_multiplicity=1 lumo_ha="-0.0347 / -0.0051" homo_energy_ev="-7.7 / -7.8" e_above_lowest_kj_mol=484.8
C -1.3611 -1.4030 -0.9662 1.78 -0.96 0.58
C -1.9649 -0.2448 -0.4386 -0.93 0.89 1.48
C -0.1256 -1.5113 -0.3446 -0.60 -0.21 -0.72
C -1.1855 0.3294 0.5568 -0.20 -0.42 -1.44
C 1.6429 1.0108 0.2098 -1.96 -3.01 2.66
C 1.4435 1.8427 -0.7631 0.16 -0.74 -1.13
C 1.3232 -0.0486 1.3695 -3.76 1.42 -3.08
C 0.0149 -0.4729 0.5820 1.81 2.38 1.09
H -1.8364 -2.1401 -1.6002 0.11 0.17 -0.06
H -3.0049 -0.0761 -0.6202 -0.38 0.69 -0.18
H 0.5861 -2.2768 -0.3287 0.82 -1.23 -0.66
H -1.3708 1.2395 1.0982 -0.06 0.06 0.14
H 0.7328 1.8764 -1.6436 0.39 -0.24 1.49
H 2.3487 2.3999 -0.8916 0.41 1.00 -0.33
H 1.8910 -0.9257 1.5306 1.34 -0.20 0.01
H 0.8662 0.4007 2.2500 1.06 0.41 0.15

=====

23
Properties=species:S:1:pos:R:3:forces:R:3 method="wB97M-V/def2-TZVPD" smiles=Cc1ccccc1.CC gap_ev=10.041 spin_multiplicity=1 lumo_ha=0.0377 homo_energy_ev=-9.0 e_above_lowest_kj_mol=54.0
C -3.5858 1.2323 -1.2540 -0.42 -0.16 -0.51
C -3.9342 -0.1871 -0.8739 -1.55 -0.93 -0.65
H -3.8704 1.8521 -0.4116 0.58 0.48 0.09
H -2.5415 1.2747 -1.5633 0.13 0.38 0.52
H -4.1407 1.6247 -2.1115 -0.16 -0.30 0.04
H -5.0152 -0.3788 -0.7588 0.07 0.78 0.51
H -3.8215 -0.9190 -1.6846 1.11 0.09 0.24
H -3.4725 -0.4633 0.0705 0.27 -0.35 -0.23
C 3.2968 -1.4112 2.0405 -1.90 -0.08 -1.01
C 0.8836 0.8360 -0.7630 0.92 -0.48 -0.03
C 2.0936 0.2157 -1.1649 -1.50 0.50 -0.96
C 0.4807 0.7005 0.5465 0.18 -0.20 -0.29
C 2.7905 -0.6017 -0.3270 0.10 0.02 0.98
C 1.2541 -0.0752 1.4219 -1.77 1.04 0.32
C 2.3694 -0.7272 1.0123 1.95 -0.48 0.20
H 0.2986 1.3843 -1.4862 0.03 0.19 0.02
H 2.3825 0.3641 -2.1992 0.23 -0.13 0.05
H -0.4151 1.2040 0.8862 -0.02 -0.09 0.12
H 3.7028 -1.0914 -0.6431 0.01 0.02 -0.06
H 0.8882 -0.0844 2.4441 0.39 -0.30 0.12
H 3.2940 -0.7999 2.9354 0.70 0.15 0.05
H 4.2382 -1.6008 1.5407 0.38 0.04 0.54
H 2.8238 -2.3487 2.3429 0.28 -0.20 -0.07